# 1
15
Properties=species:S:1:pos:R:3:forces:R:3 method="wB97M-V/def2-TZVPD" homo_lumo_gap_ha=0.3629 lumo_energy_ev=0.52 e_above_lowest_kj_mol=248.0 total_energy_ev=-16814.74667 multiplicity=1 e_homo_ev=-9.35
C 2.6655 1.4119 0.0517 -0.07 0.86 -1.34
O 2.2212 0.4718 0.9582 -1.75 -2.38 0.64
S 0.5450 0.2705 1.4586 0.40 0.63 0.38
B -0.6764 -0.6767 0.4150 2.71 0.23 -0.22
C -0.0630 -1.1141 -0.9732 0.94 -0.63 0.25
C -2.0486 -1.0302 1.0361 -1.08 -1.98 0.89
H 3.7624 1.4717 0.1462 -0.41 -0.17 0.06
H 2.2437 2.3607 0.3257 -0.09 0.86 -0.08
H 2.4213 1.2304 -1.0276 0.07 -0.20 0.83
H 0.3538 -0.2058 -1.5007 -0.08 -1.13 0.57
H -0.8237 -1.5550 -1.6544 0.79 -0.20 0.40
H 0.8425 -1.8702 -0.6363 -2.23 1.77 -1.32
H -2.2400 -0.8782 2.1514 0.60 -0.26 -1.44
H -2.3375 -2.1826 0.7549 0.58 2.94 0.59
H -2.7363 -0.3356 0.5450 -0.38 -0.33 -0.20

---

# 2
19
Properties=species:S:1:pos:R:3:forces:R:3 method="wB97M-V/def2-TZVPD" homo_lumo_gap_ha=0.1580 lumo_energy_ev=-8.33 total_charge=+1 total_energy_ev=-144017.08813 multiplicity=1 e_homo_ev=-12.63
N 3.0294 1.1258 -0.5063 -0.82 -0.25 0.43
C 2.5540 -0.2397 -0.4978 -0.60 1.59 1.71
O 3.0822 -1.0248 -1.1774 0.96 -2.21 -1.84
C 1.3788 -0.6477 0.4217 -0.39 0.90 -0.58
C 0.3546 0.4954 0.5947 -0.91 -1.29 1.35
Ga -0.8578 0.5632 -1.0901 2.34 1.02 -1.59
P -2.9444 -0.2611 -0.1794 -0.15 -0.82 1.48
O -3.1178 0.4813 1.2299 0.09 -0.60 -0.77
Br -2.7810 -2.4008 0.2897 -0.88 0.55 -0.02
H 2.9037 1.5450 0.4130 -0.01 0.11 -0.12
H 2.4187 1.6372 -1.1437 0.43 0.21 -0.11
H 1.7441 -1.0057 1.3936 0.09 0.23 -0.11
H 0.8750 -1.4988 -0.0523 0.35 -0.05 0.05
H 0.7752 1.4897 0.7572 -0.18 0.00 -0.37
H -0.2437 0.2510 1.4856 0.10 0.22 -0.09
H -0.3071 -0.4081 -2.2169 -0.55 -0.11 0.30
H -1.0747 2.0536 -1.5779 -0.53 -0.23 0.22
H -2.4503 1.1874 1.3225 -0.26 0.16 0.21
Pd -5.3387 -3.3429 0.5339 0.92 0.58 -0.16

---

# 3
24
Properties=species:S:1:pos:R:3:forces:R:3 method="wB97M-V/def2-TZVPD" homo_lumo_gap_ha=0.2446 lumo_energy_ev=-8.65 total_charge=+2 total_energy_ev=-118319.95112 multiplicity=1 e_homo_ev=-15.31
C -1.1142 0.6991 2.9756 0.27 0.12 0.05
C -1.1613 1.6676 1.8065 -0.27 -0.16 0.24
Br 0.6170 2.3110 1.3656 0.03 0.00 -0.04
C -1.9179 1.1804 0.5678 0.20 0.42 0.05
S -1.4786 -0.3311 -0.2126 -0.89 0.07 -0.97
O -2.3426 -0.5695 -1.3607 0.11 -0.18 0.11
O -1.7169 -1.4992 0.7114 1.01 -1.07 -0.05
N 0.0430 -0.2085 -0.6419 -0.38 -0.33 0.58
S 0.5038 -0.9652 -1.9288 0.38 0.67 -0.65
O -0.0270 -2.5452 -1.6983 1.70 1.05 -0.89
O -0.0219 -0.5560 -3.1990 -0.03 -0.14 0.15
P 2.8944 -1.0734 -2.2190 0.38 -0.48 -0.15
N 3.3828 -0.8431 -0.6617 0.87 0.04 -0.59
O 3.0181 0.3979 -2.8068 -0.32 -0.04 0.38
H -0.5595 -0.2076 2.7309 -0.13 -0.02 -0.03
H -2.1230 0.4569 3.3162 0.02 -0.09 -0.09
H -0.5849 1.1731 3.8014 -0.10 0.01 0.00
H -1.7008 2.5627 2.1161 0.06 0.01 -0.08
H -2.9901 1.0724 0.7602 0.06 -0.11 0.08
H -1.7918 1.9051 -0.2431 -0.10 -0.10 -0.05
H 3.9674 -1.6191 -0.3601 -0.20 -0.07 0.21
H 3.9014 0.0169 -0.4850 -0.45 0.21 0.22
H 2.5919 0.5303 -3.6676 0.13 0.07 -0.15
La -1.3893 -3.5552 -0.6672 -2.35 0.13 1.65

---

# 4
17
Properties=species:S:1:pos:R:3:forces:R:3 method="wB97M-V/def2-TZVPD" homo_lumo_gap_ha="0.1957 / 0.2918" lumo_energy_ev="0.92 / -1.81" e_above_lowest_kj_mol=196.6 total_energy_ev=-20842.42274 multiplicity=3 e_homo_ev="-4.40 / -9.75"
C 2.0821 0.0432 -0.5314 -1.64 0.75 1.36
C -3.2354 0.9510 -0.7219 -0.76 -1.11 -0.36
C 0.6734 -0.4798 0.1287 2.02 2.58 -2.24
N 2.8477 0.6219 0.6134 -1.60 -3.53 1.76
O -0.3868 0.1842 -0.5244 -0.30 -0.76 -0.73
O -2.2385 -1.3783 0.2539 0.21 -1.41 -2.64
F 0.6476 -1.7871 -0.0364 -0.59 -2.71 -0.83
P -1.8880 0.1967 0.1686 3.21 1.20 2.25
H 1.8145 0.8477 -1.3146 0.67 -1.38 1.28
H 2.5525 -0.8619 -0.9410 -0.14 0.44 -0.31
H -3.9459 0.9041 0.0681 -1.51 -0.42 0.12
H -3.0292 1.9516 -0.9227 0.32 1.40 -1.03
H 0.5847 -0.3445 1.1634 0.23 0.81 1.62
H 3.2893 -0.1697 1.2075 -1.50 1.35 -1.19
H -1.9653 -1.8721 -0.6034 -0.86 1.13 2.00
H 3.6522 1.0752 0.3907 2.55 2.05 -1.56
H -1.4549 0.1179 1.6015 -0.31 -0.40 0.48

---

# 5
14
Properties=species:S:1:pos:R:3:forces:R:3 method="wB97M-V/def2-TZVPD" homo_lumo_gap_ha=0.3217 lumo_energy_ev=-3.99 e_above_lowest_kj_mol=150.3 total_charge=+1 total_energy_ev=-12839.29520 multiplicity=1 e_homo_ev=-12.74
C 2.4996 -2.0159 -1.4791 -0.59 2.84 -0.25
C -2.1003 1.3259 1.4754 1.55 2.27 -1.50
C 1.4896 -1.1501 -1.2585 1.46 0.01 -0.70
N -0.9281 0.6987 0.6903 -2.06 -1.39 -1.46
I 1.7059 0.9617 -1.7959 -0.16 -1.13 0.43
H 2.4967 -3.0677 -1.3759 -0.43 -0.89 0.40
H 3.4313 -1.5734 -1.8551 -0.33 -0.38 0.13
H -1.0629 -0.3932 0.5981 0.66 2.66 0.55
H -3.0610 0.9745 1.1908 -0.59 -0.21 -0.78
H -1.9502 1.0714 2.4714 0.31 -0.38 1.84
H -1.9524 2.4625 1.3490 -0.59 -1.86 0.19
H 0.4828 -1.3081 -0.9150 -0.01 -0.53 -0.02
H -0.9568 1.0585 -0.3509 0.89 -0.57 2.48
H -0.0941 0.9554 1.2555 -0.12 -0.44 -1.28

---

# 6
15
Properties=species:S:1:pos:R:3:forces:R:3 method="wB97M-V/def2-TZVPD" homo_lumo_gap_ha="0.2909 / 0.2718" lumo_energy_ev="-0.67 / -1.13" e_above_lowest_kj_mol=213.9 total_energy_ev=-14334.96170 multiplicity=1 e_homo_ev="-8.58 / -8.52"
C 1.8607 1.1127 0.2590 0.77 -1.74 -1.07
C 0.8328 -0.0450 0.1704 3.06 0.59 -0.60
C -0.5303 0.3818 -0.1627 -0.97 1.14 -5.21
N -1.3641 -0.5376 0.4409 -2.65 -0.30 2.53
N -1.1618 -1.7104 -0.0845 -0.45 0.19 1.72
I -3.7007 0.2563 -0.0646 0.61 -0.15 0.10
H 1.8916 1.6513 -0.7067 0.04 -0.10 0.55
H 1.7642 1.7696 1.0739 -0.57 1.01 0.95
H 2.8431 0.6101 0.4115 -0.43 0.54 -0.25
H 0.5709 -0.4729 1.1137 1.35 -0.69 1.08
H 1.4085 -0.7636 -0.5026 -1.67 0.35 0.77
H -0.7353 1.3842 0.1407 -0.25 0.57 0.41
H -0.8549 0.3215 -1.3207 1.26 0.55 1.82
H -1.8401 -2.3412 0.2640 -0.37 -1.11 -0.14
H -0.9846 -1.6168 -1.0321 0.28 -0.85 -2.66

---

# 7
16
Properties=species:S:1:pos:R:3:forces:R:3 method="wB97M-V/def2-TZVPD" homo_lumo_gap_ha="0.2299 / 0.2300" lumo_energy_ev="-4.81 / -4.81" e_above_lowest_kj_mol=337.2 total_charge=+1 total_energy_ev=-15817.50954 multiplicity=1 e_homo_ev="-11.07 / -11.07"
C -1.5455 -1.1281 0.4525 0.02 1.36 -1.19
C -2.8146 -1.5063 -0.2472 0.91 -1.80 -0.25
C 2.6083 1.0558 -0.6275 -0.53 2.02 1.66
N -0.6673 -0.2312 0.0627 -5.11 -0.22 -2.34
N 0.3330 0.3838 0.5618 2.21 0.77 1.27
N 2.3821 2.2299 0.0062 2.32 -2.91 -0.54
I 3.4747 -0.5496 0.2953 0.11 0.22 -0.02
H -1.3562 -1.6663 1.2999 0.85 -1.08 2.33
H -3.6624 -1.7707 0.4594 0.88 1.16 -0.88
H -2.5512 -2.5350 -0.6271 -0.50 0.76 -0.14
H -3.0008 -0.8716 -1.1230 -0.57 -0.14 0.47
H 2.4901 0.8999 -1.7142 -0.40 0.64 0.70
H 0.4386 0.0945 1.5460 0.08 -0.18 -0.44
H 2.1809 3.0508 -0.5688 -0.12 -0.19 0.63
H 2.7467 2.2807 1.0176 -1.12 0.32 -2.16
H -1.0564 0.2632 -0.7936 0.97 -0.76 0.90

---

# 8
16
Properties=species:S:1:pos:R:3:forces:R:3 method="wB97M-V/def2-TZVPD" homo_lumo_gap_ha=0.3669 lumo_energy_ev=-3.66 e_above_lowest_kj_mol=68.8 total_charge=+1 total_energy_ev=-16934.50462 multiplicity=1 e_homo_ev=-13.64
N -0.1502 1.5252 -0.0797 3.73 0.04 -1.79
C -0.0628 0.1830 0.5237 -0.35 -2.25 -0.42
C 1.4119 -0.3745 0.2491 -2.44 -1.20 -0.39
O 1.6885 -1.5461 1.0263 -0.37 0.94 -2.64
C -1.1399 -0.6789 -0.3516 0.71 -0.60 1.48
O -0.8792 -0.4959 -1.7385 2.61 3.46 4.18
I -3.1848 0.0705 0.1663 1.02 -0.56 -0.21
H -0.3559 1.2609 -1.1143 -0.36 1.43 1.49
H 0.8481 1.9587 -0.0777 -1.86 -0.75 -0.19
H -0.6870 2.1989 0.4310 -1.30 0.31 -0.25
H -0.2006 0.2008 1.6494 -0.48 -0.03 -1.52
H 1.3958 -0.6426 -0.8536 0.78 0.32 1.39
H 1.9860 0.4831 0.5247 1.37 0.31 -0.08
H 1.6235 -1.3081 1.9272 0.08 0.26 1.75
H -0.9592 -1.7548 -0.0390 -0.79 1.22 -0.35
H -1.3342 -1.0801 -2.2430 -2.34 -2.90 -2.43

---

# 9
15
Properties=species:S:1:pos:R:3:forces:R:3 method="wB97M-V/def2-TZVPD" homo_lumo_gap_ha="0.2928 / 0.2601" lumo_energy_ev="-0.96 / -1.07" e_above_lowest_kj_mol=294.9 total_energy_ev=-22131.75932 multiplicity=1 e_homo_ev="-8.92 / -8.15"
C -0.2563 -0.5248 -1.2706 0.28 1.74 -2.15
C -1.1047 -0.8823 1.1089 1.19 1.26 -1.56
C 0.1429 -0.8758 0.1616 -0.59 -2.28 -0.25
N 1.0826 0.0352 0.6909 0.13 1.35 0.64
P 0.7198 2.5392 -0.5078 -1.63 -0.79 0.86
I 2.9650 -0.1079 0.0563 0.78 -0.45 -0.26
H 0.7326 -0.2698 -1.9148 -2.38 -0.13 1.54
H -0.7338 -1.3137 -1.8959 0.17 0.19 0.95
H -1.0489 0.3730 -1.2238 2.04 -1.76 -0.34
H -1.4187 0.1966 1.2418 -0.16 -1.24 -0.45
H -0.6819 -1.1533 2.0834 -0.96 -0.79 -0.17
H -1.7854 -1.5137 0.4632 0.03 0.49 1.87
H 0.5392 -1.9830 0.1831 -0.29 1.87 -0.14
H -0.5565 2.2920 0.2829 1.48 0.59 -0.81
H 1.4043 3.1883 0.5406 -0.08 -0.06 0.27

---

# 10
15
Properties=species:S:1:pos:R:3:forces:R:3 method="wB97M-V/def2-TZVPD" homo_lumo_gap_ha=0.3757 lumo_energy_ev=-3.33 e_above_lowest_kj_mol=156.6 total_charge=+1 total_energy_ev=-23674.05572 multiplicity=1 e_homo_ev=-13.55
C -0.7539 -0.5100 -1.3088 0.98 5.07 -0.71
C -1.4660 -0.0749 1.1736 2.35 2.93 -1.12
C -0.6420 0.2805 -0.0104 1.59 0.32 -1.48
N -0.0455 -0.5070 1.1091 0.91 -2.22 1.37
S 0.0383 1.9353 -0.1036 0.04 1.61 0.17
I 3.3604 -0.7288 -0.2575 -0.55 -1.51 -0.14
H -1.4186 -1.2361 -1.1651 -2.82 -3.11 0.10
H 0.1883 -0.8867 -1.6125 0.98 -0.28 -0.37
H -1.1160 0.2809 -2.0808 0.46 -1.76 1.14
H -1.5165 0.8041 1.7862 -0.39 -0.12 0.89
H -2.2946 -0.6527 1.0646 -1.87 -2.10 -0.05
H 0.4923 -0.1151 1.9197 -0.17 -0.10 -1.47
H 3.9641 0.6838 -0.1525 0.56 1.46 0.14
H 0.3100 -1.4678 0.8369 -0.99 1.26 0.67
H 0.8998 2.1945 -1.1991 -1.08 -1.45 0.86

---

# 11
13
Properties=species:S:1:pos:R:3:forces:R:3 method="wB97M-V/def2-TZVPD" homo_lumo_gap_ha=0.4038 lumo_energy_ev=1.13 e_above_lowest_kj_mol=116.5 total_energy_ev=-4745.90134 multiplicity=1 e_homo_ev=-9.86
C -2.7473 1.7863 0.0577 0.71 0.25 1.44
N -3.4264 1.4925 -0.9442 0.16 -0.05 -1.23
H -1.6668 1.9552 -0.0091 -0.09 -0.13 -0.57
H -3.0413 1.9035 1.1142 -0.69 -0.09 -0.31
H -4.4262 1.3589 -0.8568 -0.08 0.02 0.67
C 2.5410 -1.4757 0.2169 -0.43 -0.09 -0.04
C 1.2784 -0.6462 -0.0706 0.78 0.18 -0.05
H 3.2675 -1.4195 -0.5914 0.01 -0.12 -0.02
H 2.2481 -2.5154 0.3784 0.17 -0.04 -0.14
H 3.0220 -1.1618 1.1429 0.08 0.19 -0.08
H 0.6372 -1.1117 -0.8166 -0.20 -0.24 0.29
H 0.7886 -0.4901 0.8884 -0.51 0.07 -0.25
H 1.5252 0.3240 -0.5098 0.09 0.07 0.29

---

# 12
13
Properties=species:S:1:pos:R:3:forces:R:3 method="wB97M-V/def2-TZVPD" homo_lumo_gap_ha=0.3324 lumo_energy_ev=1.04 e_above_lowest_kj_mol=106.8 total_energy_ev=-4746.00242 multiplicity=1 e_homo_ev=-8.00
C -1.3065 1.3255 -0.8562 1.02 -1.99 0.61
C -0.3017 0.4247 -0.8797 -0.03 1.22 -0.48
N 0.8407 0.5377 -1.6255 1.42 -0.47 -0.81
H -1.3435 2.1452 -1.5518 -0.31 0.26 0.22
H -1.9924 1.0352 -0.0758 -0.76 0.85 -0.28
H -0.2771 -0.4305 -0.2182 -0.19 -0.02 0.05
H 1.0583 1.2990 -2.2552 -0.64 -0.02 0.34
H 1.4502 -0.2536 -1.7991 -0.49 0.16 0.35
C 0.5005 -1.8155 2.7899 -1.06 0.00 -0.90
H -0.0795 -1.5367 1.9003 0.57 0.45 -0.09
H 1.0131 -0.9693 3.2285 -0.09 0.11 0.04
H -0.3314 -2.1749 3.3950 0.60 -0.33 0.61
H 1.2035 -2.5756 2.4666 -0.03 -0.24 0.35

---

# 13
13
Properties=species:S:1:pos:R:3:forces:R:3 method="wB97M-V/def2-TZVPD" homo_lumo_gap_ha=0.3345 lumo_energy_ev=0.97 e_above_lowest_kj_mol=174.2 total_energy_ev=-4745.30376 multiplicity=1 e_homo_ev=-8.13
C -0.2753 2.1287 -1.0975 1.07 0.90 1.10
C -0.1644 0.9378 -1.7080 0.97 -0.63 -1.38
N -0.4517 0.8297 -3.0834 -0.24 -4.74 -0.30
H -0.4733 3.1005 -1.6207 -0.34 -1.36 0.11
H 0.1003 2.3507 -0.0711 -0.35 -0.77 -0.86
H 0.3692 -0.0463 -1.3576 -1.54 2.18 0.05
H -0.5543 1.5848 -3.6949 -0.27 1.24 -0.46
H -0.6364 -0.1555 -3.5587 0.69 3.18 1.75
C 0.4498 -2.1622 3.2541 -2.36 0.40 -0.32
H 0.2723 -1.9110 2.1541 -0.05 -0.72 1.40
H 1.4627 -1.8101 3.4303 -0.11 -0.12 0.59
H 0.2862 -3.2609 3.4917 0.50 1.38 -0.56
H -0.3850 -1.5861 3.8618 2.02 -0.94 -1.12